1.
Here is 6 unconnected molecules or ions with the total composition C20H37NO15 at a distorted geometry from the OMol25 dataset. Energies are from the ωB97M-V functional and the def2-TZVPD basis.

The geometry in XYZ format:
```
73
Properties=species:S:1:pos:R:3
C 4.58097 -2.47693 1.56314
C 5.14497 -1.13593 0.98414
C 6.54797 -0.92693 1.59514
O 7.39997 -1.44793 0.53514
C 6.68597 -1.88393 -0.48386
O 7.22897 -2.47293 -1.37586
O 5.44997 -1.60193 -0.31786
H 3.85897 -3.09093 0.97314
H 4.12297 -2.32493 2.52514
H 5.42897 -3.13593 1.57814
H 4.29397 -0.44193 0.94714
H 6.47997 -1.28393 2.61714
H 6.84397 0.08607 1.61114
C 2.03897 -1.54893 -1.03586
O 1.56897 -0.27493 -1.34286
C 0.29597 -0.06893 -1.80486
O -0.66303 -1.14093 -1.67186
O -0.04703 1.16107 -2.32886
C -1.33203 1.42807 -2.86986
H 2.03297 -2.16693 -1.91686
H 1.40397 -2.17593 -0.42186
H 2.99997 -1.53393 -0.58186
H -1.93303 1.77907 -1.97686
H -1.75903 0.59707 -3.39486
H -1.17803 2.20007 -3.54986
C -4.39903 -1.06693 -2.94986
O -4.00503 0.20007 -2.47886
C -4.89703 0.85207 -1.76886
O -6.13103 0.24707 -1.47586
O -4.48903 2.04407 -1.29186
C -5.45603 2.93907 -0.95786
H -5.38103 -1.21093 -3.40986
H -4.24403 -1.82393 -2.21786
H -3.66303 -1.25093 -3.70286
H -5.73603 3.61207 -1.74086
H -5.09703 3.62607 -0.22586
H -6.34603 2.41107 -0.58786
C 2.13097 7.82207 -1.41186
O 2.17897 6.80007 -0.38086
C 1.30797 5.65707 -0.58086
O 0.74997 5.44107 -1.86586
O 1.16897 4.89107 0.44814
C 0.45297 3.63307 0.33014
H 2.72897 8.72707 -1.23186
H 1.08597 8.11807 -1.28686
H 2.34197 7.43907 -2.37186
H 0.11397 3.31307 -0.69286
H -0.44303 3.72207 0.98914
H 0.93097 2.78507 0.81014
C 1.18097 0.24107 2.59014
O 0.01497 -0.64293 2.52914
C -1.15903 -0.19393 1.96814
O -1.23603 1.00707 1.41114
O -2.11503 -1.02393 1.78914
C -3.26903 -0.79493 0.92214
H 2.01197 -0.41793 2.68814
H 1.28897 1.01407 3.30114
H 1.45597 0.87807 1.70314
H -3.76503 -1.72993 0.69414
H -2.93803 -0.40193 -0.05086
H -3.99203 -0.07393 1.34814
C -3.17403 -4.88293 1.72514
C -1.95803 -4.27093 2.22514
C -0.87203 -4.24993 1.06914
C 0.48297 -3.84193 1.50414
N 1.51997 -3.47293 1.87214
H -4.07303 -5.00493 2.37314
H -2.99803 -5.90393 1.53914
H -3.38503 -4.48593 0.72814
H -1.50903 -4.89693 3.06814
H -2.22003 -3.23093 2.44714
H -1.06603 -3.52393 0.27714
H -0.62703 -5.13993 0.47614
```

Results
HOMO in eV: -10.1
E_tot in eV: -53534.1443
Gap between HOMO and LUMO in eV: 10.480
SMILES: C[C@H]1COC(=O)O1.COC(=O)OC.COC(=O)OC.COC(=O)OC.COC(=O)OC.CCCC#N
Energy above the lowest of the compared OMol25 structures with the same formula, charge and spin in kcal/mol: 26.0
E_LUMO in eV: 0.4105
Net charge: 0
Maximum force in eV/Å: 8.71

***

2.
Here is 3 unconnected molecules or ions with the total composition C20H37NO6 at a distorted geometry from the OMol25 dataset. Energies are from the ωB97M-V functional and the def2-TZVPD basis.

The geometry in XYZ format:
```
64
Properties=species:S:1:pos:R:3
C -2.56917 -2.74676 -1.56436
C -2.75379 -1.41319 -2.55934
C -2.66104 -2.04880 -4.10364
C -1.47191 -0.44862 -2.23890
C -1.63408 1.11809 -2.68167
C -0.62757 1.98400 -1.66352
C 0.92960 2.02915 -2.17274
O 1.57141 0.69609 -2.16959
C -1.23990 1.45268 -4.23682
O -1.58008 2.66412 -4.76029
O -0.48187 0.56650 -5.15346
C -3.15163 1.63846 -2.34366
C -4.32559 0.56044 -2.72141
C -4.68290 0.66547 -4.33729
C -5.70493 1.10767 -1.94832
N -4.10722 -0.84356 -2.21979
O -5.12391 -1.67639 -2.49962
H -2.91119 -2.45199 -0.48257
H -3.29393 -3.58176 -1.98941
H -1.44468 -3.13950 -1.60731
H -2.32539 -1.26245 -4.90247
H -1.78881 -2.86155 -4.04931
H -3.62856 -2.65312 -4.40171
H -1.19911 -0.60931 -1.09900
H -0.54141 -0.88002 -2.85007
H -0.72240 1.60664 -0.53659
H -1.04391 3.09139 -1.67466
H 1.09224 2.58390 -3.19853
H 1.52968 2.67321 -1.36642
H 1.70323 0.49003 -3.15450
H -3.34090 2.70875 -2.83518
H -3.20686 1.83457 -1.17058
H -5.69471 0.11893 -4.55842
H -3.79208 0.34482 -5.02964
H -4.86543 1.82009 -4.55768
H -5.97729 0.38351 -1.07013
H -5.48898 2.19493 -1.51239
H -6.56833 1.18385 -2.73574
C 2.58021 0.43860 2.62671
C 1.35282 -0.30395 2.16535
C 0.29523 0.77758 2.20339
O 0.96009 2.01942 1.93339
C 2.37617 1.80361 2.00671
H 3.51870 -0.03173 2.32257
H 2.57547 0.52023 3.72016
H 1.49501 -0.65136 1.13522
H 1.10211 -1.16788 2.78606
H -0.16165 0.85203 3.19590
H -0.49641 0.61589 1.46608
H 2.77257 1.83880 0.98609
H 2.84141 2.60332 2.58955
C 6.48021 -1.67904 6.15612
C 5.25282 -2.42160 5.69476
C 4.19523 -1.34007 5.73280
O 4.86009 -0.09822 5.46280
C 6.27617 -0.31404 5.53612
H 7.41870 -2.14938 5.85198
H 6.47547 -1.59741 7.24958
H 5.39501 -2.76901 4.66463
H 5.00211 -3.28553 6.31548
H 3.73835 -1.26562 6.72531
H 3.40359 -1.50175 4.99549
H 6.67257 -0.27885 4.51550
H 6.74141 0.48567 6.11897
```

Results
HOMO in eV: -4.5
E_tot in eV: -35108.1267
Gap between HOMO and LUMO in eV: 6.605
E_LUMO in eV: 2.1335
Net charge: -1
Maximum force in eV/Å: 7.43
Multiplicity: 2

***

3.
Here is a molecular structure, C20H38Br2InO7P2 from the OMol25 dataset. Energies are from the ωB97M-V functional and the def2-TZVPD basis.

The geometry in XYZ format:
```
70
Properties=species:S:1:pos:R:3
In -0.52636 0.67004 -0.95574
C 0.34635 -1.41505 0.87407
C -0.82591 -0.58975 0.96622
C -0.34796 0.64373 1.78642
C 0.99144 0.44234 1.98804
C 1.41973 -0.82058 1.47723
C 2.82710 -1.34240 1.57735
C 3.22592 -1.43385 3.05655
C 3.76892 -0.36698 0.85605
C 2.94208 -2.72682 0.94145
C -1.13129 1.70825 2.55790
C -2.08534 2.54697 1.70274
C -1.91634 1.04909 3.70390
C -0.15294 2.69828 3.20929
C -2.17534 -1.32595 0.94548
C -3.40871 -0.44017 0.81046
C -2.20191 -2.30922 -0.23872
C -2.27489 -2.17425 2.23023
H 0.36387 -2.36717 0.37209
H 1.64479 1.13592 2.48958
H 3.17830 -0.46010 3.54478
H 4.24863 -1.80202 3.14621
H 2.56889 -2.11739 3.59525
H 3.76816 0.61313 1.33496
H 3.46835 -0.23980 -0.18465
H 4.79068 -0.74895 0.88150
H 2.28910 -3.44690 1.43664
H 3.96563 -3.09204 1.02783
H 2.68320 -2.70043 -0.11943
H -2.73642 1.95440 1.06738
H -1.50869 3.22226 1.07605
H -2.71848 3.15515 2.35057
H -2.77881 0.48825 3.35500
H -2.28463 1.82756 4.37312
H -1.27740 0.38160 4.28359
H 0.48922 3.17593 2.46782
H 0.47193 2.21797 3.96059
H -0.72508 3.48081 3.70833
H -3.38601 0.14485 -0.11751
H -3.54468 0.23604 1.64735
H -4.29420 -1.07418 0.75895
H -2.05565 -1.81102 -1.20048
H -3.17844 -2.79298 -0.26909
H -1.45678 -3.09533 -0.14020
H -2.26014 -1.57169 3.13299
H -1.44599 -2.87967 2.28118
H -3.20495 -2.74382 2.21768
C 1.80942 0.32283 -5.12430
C 0.70679 -0.46188 -4.42182
O 0.12789 -1.45282 -5.25978
P 1.35817 -1.36062 -2.96284
O 2.81295 -1.88272 -3.28537
O 0.51203 -2.66830 -2.83133
O 1.31351 -0.51002 -1.74556
P -0.55560 0.66729 -3.72260
O -1.22929 1.19502 -5.05995
O -1.50257 -0.11018 -2.82350
O 0.11948 1.74041 -2.89065
H 2.54059 -0.36775 -5.54320
H 2.29872 1.01270 -4.43517
H 1.38331 0.91067 -5.93774
H -0.36179 -1.02755 -5.97586
H 3.52775 -1.24579 -3.15828
H 0.10427 -2.94783 -3.66809
H -1.67677 2.04824 -4.98824
Br 0.38795 4.10903 -0.77247
C -1.42050 4.61269 -1.21380
Br -2.55609 3.14703 -1.78555
H -1.37379 5.32194 -2.03036
H -1.87541 5.04351 -0.33053
```

Results
HOMO in eV: -11.1
E_tot in eV: -199525.9223
Gap between HOMO and LUMO in eV: 7.149
Energy above the lowest of the compared OMol25 structures with the same formula, charge and spin in kcal/mol: 0.0
E_LUMO in eV: -3.9384
Net charge: +1
Maximum force in eV/Å: 0.56

***

Which of these has the lowest E_LUMO? C20H38Br2InO7P2

***

The highest HOMO belongs to which entry? C20H37NO6

***

Number 2 is which compound? C20H37NO6